[1]
The molecule C2H7OPS in a non-equilibrium geometry, computed with ωB97M-V/def2-TZVPD.

XYZ file:
```
12
C2H7OPS | the OMol25 dataset | ωB97M-V/def2-TZVPD
C 0.769 1.318 0.491
C -1.115 -1.255 -0.220
O 0.836 0.156 1.282
P 0.512 -1.449 0.615
S 0.715 -2.825 1.928
H 0.896 1.106 -0.575
H 1.576 1.972 0.819
H -0.190 1.821 0.649
H -1.869 -1.026 0.530
H -1.084 -0.468 -0.971
H -1.369 -2.203 -0.691
H 1.402 -1.415 -0.466
```

- Energy above the lowest of the compared OMol25 structures with the same formula, charge and spin: 1.5659 eV
- ⟨S²⟩: 2.0044
- Molar mass: 110.1 g/mol
- Net charge: 0
- Calculated total energy: -894.9989 hartree
- Spin multiplicity: 3

=====

[2]
A cluster of 2 separate species, C2H7OS in total, computed with ωB97M-V/def2-TZVPD.

XYZ file:
```
11
C2H7OS | the OMol25 dataset | ωB97M-V/def2-TZVPD
C -0.576 -0.604 0.695
S -2.290 -0.153 0.367
H -0.267 -1.429 0.066
H -0.257 -0.815 1.722
H 0.008 0.254 0.364
H -2.976 -1.176 0.908
C 2.835 0.602 -1.175
O 1.979 0.512 -0.132
H 2.440 1.231 -2.014
H 3.033 -0.387 -1.666
H 3.829 1.023 -0.906
```

- Energy above the lowest of the compared OMol25 structures with the same formula, charge and spin: 2.0916 eV
- Molar mass: 79.1 g/mol
- Net charge: -1
- Calculated total energy: -553.7871 hartree

=====

[3]
A cluster of 2 separate species, C2H7OS in total in a non-equilibrium geometry, computed with ωB97M-V/def2-TZVPD.

XYZ file:
```
11
C2H7OS | the OMol25 dataset | ωB97M-V/def2-TZVPD
S 3.013 -2.075 1.538
H 1.872 -2.928 1.442
C -0.302 0.326 0.104
O 0.449 -0.461 -0.883
C -1.260 1.156 -0.670
H -0.722 -0.336 0.779
H 0.382 1.071 0.580
H 1.135 -0.923 -0.218
H -0.792 1.588 -1.624
H -2.148 0.585 -0.933
H -1.625 1.996 -0.115
```

- Energy above the lowest of the compared OMol25 structures with the same formula, charge and spin: 0.7541 eV
- Molar mass: 79.1 g/mol
- Net charge: -1
- Calculated total energy: -553.8362 hartree

=====

[4]
A cluster of 2 separate species, C2H7OS in total in a non-equilibrium geometry, computed with ωB97M-V/def2-TZVPD.

XYZ file:
```
11
C2H7OS | the OMol25 dataset | ωB97M-V/def2-TZVPD
C 0.056 2.140 -0.355
C 0.642 0.723 -0.576
S 0.553 -0.304 0.915
H 0.695 2.671 0.344
H -0.872 2.010 0.193
H -0.106 2.709 -1.262
H 1.672 0.823 -0.947
H 0.085 0.265 -1.412
H -0.975 -1.603 -0.107
H -0.816 -2.642 -1.212
O -1.498 -2.261 -0.649
```

- Energy above the lowest of the compared OMol25 structures with the same formula, charge and spin: 0.0207 eV
- Molar mass: 79.1 g/mol
- Net charge: -1
- Calculated total energy: -553.8632 hartree

=====

[5]
A cluster of 2 separate species, C2H7OS in total, computed with ωB97M-V/def2-TZVPD.

XYZ file:
```
11
C2H7OS | the OMol25 dataset | ωB97M-V/def2-TZVPD
O 2.068 -1.591 -0.247
H 2.838 -1.755 0.307
C -1.075 -0.226 -0.293
C -0.770 1.154 0.287
S 0.985 1.531 0.621
H -2.138 -0.466 -0.179
H -0.767 -0.260 -1.337
H -0.467 -0.991 0.189
H -1.381 1.364 1.163
H -1.125 1.894 -0.433
H 1.831 -0.653 -0.080
```

- Energy above the lowest of the compared OMol25 structures with the same formula, charge and spin: 0.1110 eV
- Molar mass: 79.1 g/mol
- Net charge: -1
- Calculated total energy: -553.8599 hartree

=====

[6]
A cluster of 2 separate species, C2H7OS in total in a non-equilibrium geometry, computed with ωB97M-V/def2-TZVPD.

XYZ file:
```
11
C2H7OS | the OMol25 dataset | ωB97M-V/def2-TZVPD
O 3.160 -0.530 0.809
H 2.955 -1.364 0.460
C -0.591 1.656 -0.809
S -0.613 -0.108 -0.582
C -1.760 -0.716 0.861
H -0.115 2.271 -0.064
H -1.205 1.977 -1.609
H 2.717 -0.029 0.168
H -0.991 -0.708 1.661
H -2.111 -1.686 0.800
H -2.615 -0.129 1.112
```

- Energy above the lowest of the compared OMol25 structures with the same formula, charge and spin: 1.5049 eV
- ⟨S²⟩: 0.7572
- Molar mass: 79.1 g/mol
- Net charge: 0
- Calculated total energy: -553.7171 hartree
- Spin multiplicity: 2